An isolated ion of composition C7H10N and charge +1 at a distorted geometry. Source: the OMol25 dataset; level of theory: ωB97M-V/def2-TZVPD.

Bonds (Å) are listed after each position.
Element x y z (Å)
1 C 3.43 -1.27 -0.16  C2 1.205, H9 1.050
2 C 2.23 -1.29 -0.04  C1 1.205, C4 1.403
3 C -0.02 -0.67 -0.96  C4 1.431, C6 1.624, H10 1.191, H11 1.140
4 C 0.85 -1.09 0.09  C2 1.403, C3 1.431, H12 1.074
5 C 0.57 1.68 0.63  N8 1.222, H13 1.167
6 C -1.12 0.42 -0.47  C3 1.624, C7 1.509, N8 1.464, H14 1.149
7 C -1.96 -0.12 0.66  C6 1.509, H15 1.046, H16 1.136, H17 1.053
8 N -0.53 1.64 0.09  C5 1.222, C6 1.464, H18 1.096
9 H 4.43 -1.58 -0.09  C1 1.050
10 H 0.72 -0.15 -1.74  C3 1.191
11 H -0.66 -1.39 -1.56  C3 1.140
12 H 0.55 -1.41 1.07  C4 1.074
13 H 0.96 2.71 0.99  C5 1.167
14 H -1.80 0.71 -1.35  C6 1.149
15 H -2.99 -0.11 0.44  C7 1.046
16 H -1.71 0.58 1.52  C7 1.136
17 H -1.67 -1.06 1.02  C7 1.053
18 H -1.26 2.42 -0.14  N8 1.096

The calculation puts the energy relative to the best compared isomer or geometry (same formula, charge and spin) at 5.841 eV. As for the orbital gap (spin up / spin down): 7.022 / 6.492 eV. Its highest occupied orbital energy (spin up / spin down) is -13.2 / -12.9 eV. Its charge is +1.